Record 1
{
  "formula": "C4H7NO",
  "method": "ωB97M-V/def2-TZVPD",
  "species": ["C", "C", "C", "C", "N", "O", "H", "H", "H", "H", "H", "H", "H"],
  "coordinates": [[0.465288, 0.066549, -0.416824], [-0.289834, -0.800710, 0.441891], [0.388192, -0.033196, 1.615936], [0.062391, 0.238140, -1.900808], [1.298081, 0.796992, 0.242238], [-0.432577, 0.862645, 2.236315], [-1.367224, -0.723736, 0.403907], [-0.054829, -1.896020, 0.399573], [1.160072, -0.492359, 2.190250], [0.745390, -0.310127, -2.557092], [0.144341, 1.287886, -2.296530], [-0.961191, -0.056848, -2.001715], [-1.158099, 1.060784, 1.642859]],
  "forces_ev_per_a": [[0.60, 2.37, -3.35], [0.50, -1.78, 2.06], [0.72, 1.66, -2.91], [1.62, 1.12, 0.14], [-2.62, -2.28, 2.03], [0.75, -0.51, 0.70], [-0.41, 0.20, 0.07], [-0.05, 0.86, -0.06], [-0.03, -0.18, 0.89], [-0.38, -0.39, 0.04], [-0.01, -0.77, 0.86], [-0.52, -0.47, -0.34], [-0.16, 0.17, -0.13]],
  "lowdin_charge": [-0.49, -0.12, -0.23, -0.04, 0.18, 0.02, 0.11, 0.13, 0.12, 0.07, 0.09, 0.05, 0.10],
  "max_force_ha_per_bohr": 0.0806,
  "e_above_lowest_kj_mol": 306.9
}

Record 2
{
  "formula": "C3H5NO2",
  "method": "ωB97M-V/def2-TZVPD",
  "species": ["C", "N", "C", "O", "C", "O", "H", "H", "H", "H", "H"],
  "coordinates": [[0.217941, 0.371242, -1.734388], [-0.203036, -0.017202, -0.378618], [0.465445, 0.101618, 0.785350], [1.577562, 0.512422, 1.027986], [-0.467508, -0.485037, 1.937163], [-1.520990, -0.004577, 2.281091], [0.125997, 1.451196, -1.903870], [1.263144, 0.100840, -1.922209], [-0.392344, -0.128069, -2.491244], [-1.013827, -0.538420, -0.065266], [-0.052384, -1.364013, 2.464006]],
  "forces_ev_per_a": [[-0.04, -0.07, 0.12], [0.12, -0.13, 0.58], [-0.07, -0.15, 0.71], [-0.27, 0.00, -0.18], [0.40, 0.54, 0.34], [0.65, -0.23, -0.56], [-0.06, -0.21, 0.29], [-0.20, -0.04, 0.29], [-0.02, -0.04, 0.35], [-0.65, 0.28, -1.94], [0.14, 0.05, 0.01]],
  "lowdin_charge": [-0.04, 0.02, -0.48, 0.08, -0.15, 0.07, 0.09, 0.09, 0.08, 0.12, 0.13],
  "max_force_ha_per_bohr": 0.0401,
  "e_above_lowest_kj_mol": 138.2,
  "smiles": "CNC(=O)C=O"
}

Record 3
{
  "formula": "C26H44F16O6P",
  "method": "ωB97M-V/def2-TZVPD",
  "species": ["C", "C", "C", "O", "C", "P", "C", "C", "C", "C", "C", "O", "C", "C", "C", "O", "C", "C", "O", "C", "C", "H", "H", "H", "H", "H", "H", "H", "H", "H", "H", "H", "H", "H", "H", "H", "H", "H", "H", "H", "H", "H", "H", "H", "H", "H", "H", "H", "H", "H", "H", "H", "H", "H", "H", "H", "H", "C", "C", "C", "F", "F", "F", "F", "O", "C", "C", "F", "F", "F", "F", "H", "H", "H", "H", "C", "C", "C", "F", "F", "F", "F", "O", "C", "C", "F", "F", "F", "F", "H", "H", "H", "H"],
  "coordinates": [[4.532968, 1.025585, -0.379599], [4.358315, 1.622290, 1.022929], [3.304185, 2.715919, 1.163379], [1.961921, 2.195820, 1.169359], [1.422811, 1.905196, -0.088673], [-0.263283, 1.349764, 0.316405], [-1.124358, 2.427890, 1.453022], [-1.850369, 3.649604, 0.861186], [-1.032954, 4.598521, -0.031996], [-1.807536, 5.130255, -1.249574], [-1.520677, 4.379985, -2.557785], [-2.255744, 3.186069, -2.732086], [-3.644025, 3.358589, -3.011870], [-4.529712, 2.824791, -1.879366], [-0.034838, -0.296427, 1.111038], [-0.553526, -0.322873, 2.407428], [-1.606246, -1.271917, 2.608199], [-2.861027, -0.992783, 1.771146], [-1.152667, 1.262167, -0.990569], [-0.662016, 0.900146, -2.320741], [-0.343451, -0.580748, -2.417612], [3.808613, 0.230971, -0.589884], [5.522164, 0.573362, -0.488091], [4.438362, 1.793813, -1.157038], [5.310405, 2.054365, 1.355038], [4.109172, 0.839924, 1.748696], [3.393065, 3.224438, 2.126233], [3.385541, 3.467416, 0.364482], [1.933021, 1.063731, -0.586426], [1.426131, 2.762357, -0.778445], [-0.378236, 2.694629, 2.214968], [-1.842194, 1.763821, 1.954638], [-2.225673, 4.217036, 1.721665], [-2.735595, 3.290409, 0.329325], [-0.687393, 5.446116, 0.572004], [-0.116030, 4.106151, -0.382424], [-1.577857, 6.191002, -1.406522], [-2.885107, 5.087999, -1.038742], [-0.468274, 4.063446, -2.572307], [-1.669463, 5.045858, -3.421193], [-3.854177, 4.415130, -3.223556], [-3.828727, 2.810900, -3.943549], [-3.903157, 2.593584, -1.010116], [-5.033798, 1.899396, -2.163906], [-5.291400, 3.547089, -1.573867], [-0.503934, -1.036051, 0.445677], [1.045837, -0.498969, 1.136459], [-1.214649, -2.279723, 2.416343], [-1.813814, -1.196003, 3.677466], [-3.654565, -0.528502, 2.363649], [-3.265820, -1.916829, 1.345459], [-2.648774, -0.321675, 0.928128], [0.213347, 1.527936, -2.526850], [-1.462825, 1.216218, -2.987697], [-1.189687, -1.182211, -2.065963], [-0.168709, -0.837535, -3.466970], [0.554111, -0.868798, -1.855377], [7.196684, -2.854328, 4.109615], [6.627045, -3.837381, 5.136750], [6.203183, -5.216677, 4.616759], [5.199323, -5.075437, 3.723310], [5.752956, -5.954551, 5.648070], [5.607643, -3.272026, 5.806938], [7.643166, -4.082697, 6.015668], [6.247508, -1.914816, 3.635047], [5.564264, -2.101680, 2.484952], [4.052254, -1.957426, 2.732553], [3.608306, -2.945569, 3.522192], [3.391910, -2.027545, 1.547750], [5.853634, -3.259017, 1.882075], [5.894599, -1.108468, 1.610777], [7.940014, -2.268801, 4.648034], [7.686601, -3.385132, 3.294487], [7.041917, -5.730236, 4.141328], [3.847086, -0.991346, 3.197445], [-3.943721, -1.376377, -2.254232], [-5.476024, -1.449214, -2.234367], [-6.112605, -2.642523, -1.511106], [-5.789902, -3.784928, -2.145250], [-7.450574, -2.500994, -1.532412], [-5.978513, -1.338035, -3.471009], [-5.853455, -0.347187, -1.506879], [-3.334520, -1.851346, -3.432663], [-2.826144, -3.113590, -3.509324], [-3.388826, -3.862405, -4.727678], [-4.722928, -3.971815, -4.602819], [-2.854252, -5.097267, -4.757585], [-3.030742, -3.805963, -2.379450], [-1.483174, -3.015820, -3.675870], [-3.716057, -0.310589, -2.216066], [-3.537254, -1.855740, -1.363110], [-5.773816, -2.693887, -0.473045], [-3.143261, -3.327824, -5.646410]],
  "forces_ev_per_a": [[0.02, -0.03, -0.03], [0.00, 0.15, 0.10], [0.10, -0.13, -0.10], [-0.13, 0.06, 0.00], [0.06, -0.14, -0.15], [-0.29, 0.05, -0.53], [0.00, 0.01, 0.21], [-0.11, -0.07, 0.15], [0.15, 0.04, 0.08], [-0.08, 0.05, -0.06], [0.14, 0.15, 0.01], [-0.15, 0.21, 0.09], [-0.11, 0.06, -0.26], [0.10, -0.08, 0.04], [0.17, -0.15, -0.08], [-0.08, 0.16, -0.06], [-0.04, -0.17, 0.14], [-0.14, 0.02, -0.04], [0.24, -0.07, 0.54], [0.28, -0.26, -0.01], [-0.04, 0.13, 0.03], [0.10, 0.11, 0.04], [-0.15, 0.06, 0.05], [0.02, -0.08, 0.11], [-0.13, -0.04, -0.07], [0.11, 0.09, -0.11], [0.05, -0.09, -0.13], [0.03, -0.09, 0.09], [-0.11, 0.18, 0.01], [-0.02, -0.09, 0.13], [-0.09, -0.04, -0.15], [0.15, 0.17, -0.01], [-0.04, -0.15, -0.16], [0.24, 0.07, 0.02], [-0.04, -0.19, -0.07], [-0.16, 0.10, 0.01], [0.05, -0.20, 0.01], [0.14, 0.08, -0.09], [-0.10, 0.16, -0.04], [-0.06, -0.11, 0.13], [0.05, -0.15, 0.09], [-0.10, 0.09, 0.13], [-0.18, 0.05, -0.21], [-0.01, 0.13, 0.03], [0.08, -0.10, -0.04], [0.11, 0.11, 0.07], [-0.13, 0.03, -0.01], [-0.04, 0.16, -0.03], [-0.05, -0.10, -0.17], [0.15, -0.01, -0.08], [0.05, 0.11, 0.12], [-0.02, -0.13, 0.11], [-0.14, -0.11, -0.07], [0.19, -0.15, 0.16], [0.25, 0.18, -0.09], [-0.03, 0.02, 0.19], [-0.13, 0.10, -0.03], [0.19, 0.04, -0.08], [0.13, -0.13, 0.03], [0.03, 0.09, 0.02], [-0.03, -0.07, -0.01], [-0.02, -0.03, 0.02], [-0.03, 0.02, 0.08], [-0.05, 0.00, 0.03], [-0.21, 0.03, 0.27], [-0.11, 0.13, -0.19], [0.10, 0.09, 0.12], [-0.03, 0.01, -0.02], [-0.05, 0.02, -0.11], [-0.02, -0.16, -0.15], [0.08, 0.01, -0.02], [-0.01, 0.00, -0.06], [0.00, -0.01, 0.02], [0.01, -0.02, 0.00], [-0.01, 0.00, 0.05], [0.11, 0.11, 0.15], [0.04, 0.07, 0.17], [0.02, 0.06, -0.04], [0.02, -0.08, -0.01], [-0.03, 0.01, 0.00], [0.00, 0.06, -0.05], [-0.15, -0.05, -0.01], [-0.30, 0.00, -0.31], [0.03, -0.05, -0.05], [0.03, 0.08, 0.01], [-0.02, 0.03, -0.03], [0.06, -0.06, 0.00], [0.01, -0.18, 0.13], [0.06, -0.17, -0.06], [0.05, -0.02, 0.02], [-0.04, 0.03, 0.02], [0.00, 0.00, 0.03], [-0.01, 0.01, -0.04]],
  "lowdin_charge": [-0.10, -0.21, -0.18, -0.19, -0.28, 1.01, -0.21, -0.19, -0.18, -0.15, -0.21, -0.21, -0.23, -0.05, -0.25, -0.18, -0.22, -0.06, -0.25, -0.21, -0.05, 0.06, 0.07, 0.08, 0.12, 0.09, 0.13, 0.13, 0.10, 0.11, 0.12, 0.10, 0.12, 0.08, 0.12, 0.08, 0.12, 0.12, 0.12, 0.13, 0.12, 0.12, 0.05, 0.05, 0.08, 0.11, 0.11, 0.13, 0.13, 0.09, 0.07, 0.05, 0.12, 0.11, 0.06, 0.10, 0.08, -0.03, -0.45, -0.31, 0.09, 0.11, 0.14, 0.11, 0.06, -0.56, -0.29, 0.12, 0.08, 0.16, 0.13, 0.15, 0.15, 0.17, 0.17, -0.05, -0.44, -0.31, 0.10, 0.11, 0.16, 0.09, 0.04, -0.55, -0.29, 0.11, 0.11, 0.16, 0.13, 0.14, 0.13, 0.17, 0.18],
  "max_force_ha_per_bohr": 0.0118,
  "total_charge": 1
}

Record 4
{
  "formula": "C4H9NO4",
  "method": "ωB97M-V/def2-TZVPD",
  "species": ["C", "C", "O", "N", "C", "O", "C", "O", "O", "H", "H", "H", "H", "H", "H", "H", "H", "H"],
  "coordinates": [[-0.311900, 0.606418, -2.034993], [-0.631219, 0.581833, -0.559797], [-0.746805, -0.896788, -0.188814], [-1.468118, -1.295590, 0.970365], [0.506370, 1.024444, 0.355003], [0.028737, 1.419547, 1.606036], [1.415272, -0.274688, 0.409087], [2.210050, -0.573943, -0.448772], [1.479294, -0.780124, 1.656909], [0.648112, 0.131761, -2.222756], [-0.271595, 1.635150, -2.386421], [-1.079021, 0.061098, -2.579754], [-1.567959, 1.083245, -0.294238], [-2.275486, -1.795097, 0.588805], [-0.938867, -2.001709, 1.475973], [1.103186, 1.815827, -0.103972], [-0.342706, 0.633428, 2.037786], [2.242654, -1.374811, 1.719553]],
  "forces_ev_per_a": [[-0.14, -0.32, 0.24], [-0.24, -1.55, 1.24], [0.10, 0.02, -1.21], [-1.01, 0.85, -0.12], [-0.12, -1.30, -0.46], [0.21, 0.00, 0.18], [1.66, 1.94, 0.26], [-0.74, -0.17, 0.13], [-0.41, -0.28, 0.19], [0.05, -0.01, 0.00], [-0.04, 0.08, 0.00], [-0.06, 0.07, -0.09], [0.17, -0.08, -0.06], [0.15, 0.24, 0.19], [0.57, 0.22, -0.40], [0.00, 0.06, 0.30], [-0.03, 0.23, -0.10], [-0.14, -0.02, -0.28]],
  "lowdin_charge": [-0.03, -0.26, -0.22, 0.04, -0.25, 0.00, -0.47, 0.11, 0.10, 0.08, 0.09, 0.09, 0.15, 0.09, 0.08, 0.16, 0.09, 0.14],
  "max_force_ha_per_bohr": 0.0500,
  "e_above_lowest_kj_mol": 294.1,
  "smiles": "C[C@@H](ON)[C@@H](O)C(=O)O"
}

Summary of LUMO energy in Ha
0.0296; 0.0199; -0.0683; 0.0258
(order as listed above)
Summary of energy in a.u.
-286.5148; -322.5217; -3407.4915; -513.4655
(order as listed above)